[1]
Computed, not measured: a 3-piece molecular cluster, C4H11NO2 overall in a non-equilibrium geometry, with ωB97M-V/def2-TZVPD.

Properties
Max |F|   1.77 eV/A
ΔE to the lowest compared entry with this formula, charge and spin   306.2 kJ/mol
Total charge   0
Orbital gap   8.89 eV
HOMO level   -8.12 eV
LUMO   0.78 eV

Last column: Mulliken charge in e.
Positions of all 18 atoms, in Å:
N 1.14 -0.61 1.53  -0.60
C 0.59 0.02 0.41  0.80
O -2.21 -3.51 1.55  -0.63
H -2.98 -3.97 1.89  0.31
H 1.92 3.08 -0.62  0.29
H 2.04 1.52 -1.53  0.24
H 1.00 1.96 1.27  0.35
H 1.24 -1.60 1.36  0.31
O -1.57 1.99 -2.24  -0.68
H -2.23 -3.58 0.60  0.31
C 1.59 2.05 -0.71  -0.71
H -1.16 1.36 -1.65  0.32
H -0.10 -0.69 -1.56  0.42
H 2.08 -0.25 1.69  0.29
H -1.37 2.82 -1.79  0.32
C 0.95 1.46 0.30  -0.49
H -0.73 -1.44 -0.01  0.21
C -0.20 -0.62 -0.49  -1.06

---

[2]
Computed, not measured: C40H32N5P2SW as an isolated structure, with ωB97M-V/def2-TZVPD.

Properties
Max |F|   0.71 eV/A
Total charge   +3
Orbital gap (alpha / beta)   6.71 / 6.62 eV
HOMO level (alpha / beta)   -16.70 / -16.66 eV
LUMO (alpha / beta)   -9.99 / -10.04 eV

Last column: Mulliken charge in e.
Positions of all 81 atoms, in Å:
H 6.65 2.26 1.04  0.44
C 1.65 -2.88 3.52  -0.91
N -1.93 0.49 -1.46  0.20
C -3.88 -0.38 -3.23  -1.03
C 3.84 0.40 0.65  -0.81
H 1.96 1.29 1.95  0.10
H 0.81 -3.18 5.47  0.46
N -1.82 3.21 -1.07  -0.33
H -2.22 -0.83 -4.53  0.60
H 5.56 0.22 1.92  0.51
C 1.37 1.64 3.98  -0.82
C 0.66 -2.76 4.49  -0.77
C -2.47 1.61 2.27  0.65
C 3.22 1.13 -0.36  1.29
W -0.53 1.43 -0.02  1.30
H -4.65 -0.71 -3.92  0.50
H 2.05 -1.77 -0.80  0.47
N -2.41 1.21 0.98  1.03
S 0.82 3.43 -0.22  -0.11
H 0.92 2.18 -5.70  0.51
C 1.46 -2.36 2.25  -0.64
H -0.98 -4.39 -3.25  0.50
H 4.08 -0.64 -5.07  0.48
C -3.24 0.53 -1.12  0.90
H 2.24 -2.48 1.51  0.36
N 1.44 -0.99 -0.55  1.00
C -0.98 1.91 4.27  -0.78
P -0.01 -1.09 0.28  -0.84
H -1.31 -2.02 4.93  0.50
C -1.01 -2.33 -0.56  1.28
C -0.53 -2.10 4.18  -0.92
C 5.68 1.94 0.65  -0.70
H -5.66 1.05 0.23  0.57
H -1.67 -1.08 2.69  0.35
C -1.60 -0.01 -2.66  0.04
P 1.64 0.62 -1.04  0.39
C -0.73 -1.58 2.92  -0.34
H -3.16 -5.05 -2.27  0.46
H -3.75 2.18 3.89  0.59
C 1.17 1.50 -3.69  -0.12
H 0.35 2.12 -3.34  0.27
C -3.69 1.84 2.87  -0.89
C 1.14 1.45 2.64  0.18
H -5.81 1.83 2.57  0.50
C -3.51 1.00 0.25  0.80
C 1.48 1.54 -5.04  -0.92
H -1.84 2.09 4.91  0.47
C -0.74 3.61 -0.83  0.03
H -2.59 -2.27 0.92  0.30
N -0.09 1.48 2.10  0.53
C -0.57 -2.93 -1.74  -0.37
C 0.27 -1.70 1.95  1.42
C 0.29 1.89 4.81  -0.90
C -3.01 -3.67 -0.63  -0.84
H 3.58 -0.68 -2.67  0.40
H -3.96 -3.97 -0.20  0.50
C 2.97 -0.08 -3.33  -0.75
H -0.55 -0.06 -2.90  0.12
C -1.34 -3.91 -2.35  -0.84
C -2.24 -2.71 -0.01  -0.54
H 0.37 -2.65 -2.19  0.31
C -4.76 1.21 0.81  -1.00
C -2.55 -0.45 -3.57  -1.14
C 5.08 2.68 -0.36  -0.75
C 3.26 -0.05 -4.69  -0.80
H 5.56 3.55 -0.77  0.48
C -1.15 1.70 2.92  0.67
C 1.91 0.69 -2.83  0.91
H 2.57 -3.40 3.76  0.50
H 0.44 2.06 5.87  0.51
H 3.41 2.82 -1.70  0.52
C -2.56 -4.28 -1.80  -0.71
C 5.07 0.80 1.15  -0.67
H 3.38 -0.50 1.04  0.31
H 2.76 0.80 -6.59  0.45
C -4.84 1.65 2.12  -1.17
C 2.52 0.77 -5.54  -0.62
C -4.23 0.11 -1.98  -0.80
C 3.85 2.27 -0.88  -0.89
H -5.27 0.14 -1.68  0.50
H 2.39 1.61 4.36  0.58

---

[3]
Computed, not measured: an isolated molecule of C3H5ClF2 in a non-equilibrium geometry, with ωB97M-V/def2-TZVPD.

Properties
Max |F|   8.09 eV/A
ΔE to the lowest compared entry with this formula, charge and spin   197.1 kJ/mol
Total charge   0
Orbital gap   11.23 eV
HOMO level   -10.29 eV
LUMO   0.94 eV

Last column: Mulliken charge in e.
Positions of all 11 atoms, in Å:
C -0.49 -0.30 -0.04  -0.13
H 0.11 1.21 1.46  0.36
Cl 1.85 -1.51 0.72  -0.17
H -0.90 -1.03 0.62  0.41
H -1.69 1.34 0.58  0.22
C 0.93 -0.97 -0.45  -0.39
H 1.33 -0.12 -0.89  0.31
C -0.46 1.20 0.58  -0.32
F -1.27 -0.04 -1.06  -0.29
H 0.54 -1.80 -1.08  0.27
F 0.05 2.01 -0.44  -0.28

---

[4]
Computed, not measured: a 9-piece molecular cluster, C36H45N9 overall in a non-equilibrium geometry, with ωB97M-V/def2-TZVPD.

Properties
Max |F|   10.99 eV/A
ΔE to the lowest compared entry with this formula, charge and spin   1871.4 kJ/mol
Total charge   0
Orbital gap   7.93 eV
HOMO level   -7.64 eV
LUMO   0.29 eV

Last column: Mulliken charge in e.
Positions of all 90 atoms, in Å:
C -2.63 -3.12 2.66  0.58
N -4.82 -3.40 3.47  -0.03
H 2.36 5.10 -3.56  0.40
H -0.96 -1.99 -1.41  0.50
H 1.10 0.82 2.71  0.14
C 5.50 -0.02 -3.23  -0.60
H -3.91 3.24 0.82  0.38
H 1.56 0.32 -1.91  0.15
H 3.60 1.07 -2.64  0.69
C -1.51 3.40 -1.71  0.22
C 2.56 4.14 -3.07  -0.88
H 3.76 2.75 -4.58  0.36
H -2.00 -3.03 1.85  0.22
H -1.21 -1.19 -3.52  0.42
H 2.73 -1.46 -4.12  0.59
N -0.26 0.63 -0.89  1.36
C -2.55 2.08 -3.40  -0.49
H -3.59 -4.92 -2.67  0.48
C -3.73 2.51 1.69  -0.20
N -2.71 1.48 3.44  -0.08
H 1.77 4.82 -1.09  0.39
N 3.22 2.09 -2.54  -0.18
C 3.29 2.92 -3.57  -0.36
C -2.07 -3.73 -1.58  -0.17
H -2.99 -2.93 -4.83  0.48
H -5.92 -3.43 3.53  0.29
N -1.25 2.20 -3.71  0.03
C 0.85 -0.14 -1.05  -1.07
C 1.94 3.02 3.46  -0.83
C 4.88 -0.13 -1.87  -0.42
H -3.27 1.55 -4.14  0.32
H -1.86 -3.89 -0.53  0.38
H 1.86 -1.77 0.13  0.59
H 4.42 -2.18 2.86  0.32
N 4.58 -0.47 -4.14  -0.10
C 2.32 -2.46 2.35  -0.61
C -2.64 -3.08 -3.87  -0.60
C -0.56 3.09 -2.81  -1.49
C 0.97 -1.23 0.03  -0.70
H 5.32 0.02 -0.86  0.36
C -3.75 0.64 3.14  -0.53
H 1.87 -5.85 2.39  0.42
H -0.57 4.78 1.73  0.43
C 3.61 -4.21 2.66  -0.46
H -1.98 3.45 2.78  0.96
H 2.78 2.74 4.24  0.29
H 2.90 -1.39 -1.32  0.07
C 3.63 -1.02 -2.04  0.16
H -4.58 -2.52 1.40  0.34
N -1.37 -2.61 -1.93  0.02
H -0.78 1.88 -4.75  0.39
C -0.89 0.21 0.36  -1.69
C -1.64 -2.09 -3.27  -0.48
C -2.64 -3.81 4.02  -0.70
H 4.80 -0.48 -5.29  0.32
H -0.40 2.47 1.35  0.06
C 2.57 2.56 -1.36  -1.91
C 1.15 2.02 2.50  0.02
H 0.31 -3.52 1.75  0.04
C -0.19 -0.84 1.00  0.52
C 3.47 -1.14 -3.51  -0.57
C -2.90 -4.20 -2.76  -1.01
H -4.24 -4.36 5.38  0.47
H 0.49 3.34 -2.95  0.78
N 0.24 2.81 1.88  0.65
H -0.42 1.38 -1.53  0.04
C -4.13 -2.98 2.36  -0.87
H 2.36 -1.36 2.23  0.58
C 1.39 4.37 2.96  -0.59
H 1.67 5.39 3.27  0.37
H -1.78 1.35 4.09  0.36
H -1.27 3.86 -0.65  0.24
C -4.58 1.26 2.01  -0.45
N 3.59 -2.82 2.59  0.01
H 6.39 0.38 -3.49  0.50
C -4.04 -3.91 4.47  -0.66
H -1.66 -4.09 4.40  0.41
H -4.02 -0.23 3.68  0.53
H -3.66 3.00 -1.70  0.78
C 1.43 -3.61 2.19  0.49
C 2.17 3.94 -1.66  -0.64
H -1.89 0.79 0.61  -0.01
C 2.30 -4.85 2.43  -0.95
H -0.22 -1.30 2.13  0.65
C 0.33 4.24 2.04  -0.55
C -2.79 2.87 -2.07  -1.00
H 2.39 1.98 -0.63  1.98
H 4.62 -4.71 2.98  0.28
H -5.62 0.97 1.55  0.29
C -2.59 2.63 2.65  -1.22

---

[5]
Computed, not measured: a 11-piece molecular cluster, C23H36IN10O3S overall in a non-equilibrium geometry, with ωB97M-V/def2-TZVPD.

Properties
Max |F|   4.32 eV/A
Total charge   -1
Orbital gap   6.44 eV
HOMO level   -4.98 eV
LUMO   1.46 eV

Last column: Mulliken charge in e.
Positions of all 74 atoms, in Å:
H -4.05 2.16 6.05  0.29
H -4.30 -1.84 0.54  0.32
O -5.25 -0.93 3.31  -0.65
H 1.82 1.95 1.40  0.35
H 9.07 -0.19 -1.55  0.15
I -2.78 -0.28 -1.57  -0.08
H 4.61 0.70 -5.47  0.28
C -4.50 2.61 5.17  -0.43
C 4.48 1.00 -4.43  -0.49
H 5.26 0.54 -3.82  -0.09
C 3.81 -1.84 -1.32  -0.42
H -2.24 1.10 0.65  0.34
O -3.87 -2.89 3.96  -0.73
C 4.83 -5.07 -2.91  0.42
C -7.59 0.08 5.03  -0.55
H 9.17 -3.79 -2.31  0.18
H -3.11 -3.00 1.18  0.32
C 10.74 -2.46 -1.88  0.39
N 4.14 0.06 0.45  -0.53
H 7.95 1.09 -2.05  0.29
N 5.26 -5.13 -1.85  -0.47
H -4.70 3.66 5.36  0.33
H 0.09 1.94 1.81  0.34
N 6.65 -1.66 -2.94  -0.42
C -3.58 2.49 4.03  0.34
C -9.96 6.33 2.55  0.25
C -2.53 -0.91 1.46  -0.28
H 3.66 -5.85 -4.47  0.32
O -5.71 -3.14 2.45  -0.78
H 5.11 -4.97 -4.99  0.26
H -0.64 3.19 -5.22  0.31
N -2.86 2.39 3.14  -0.37
H -9.41 5.29 4.29  0.26
C 8.03 0.11 -1.58  -0.69
S -4.62 -2.24 2.87  1.22
H -1.43 1.61 -5.23  0.25
H 10.47 -3.75 -3.52  0.25
H 3.70 -4.08 -4.38  0.24
H 4.55 2.08 -4.36  0.30
H 7.64 0.17 -0.56  0.26
H 10.73 -4.56 -1.97  0.29
H -0.01 1.88 -4.19  0.03
C 10.25 -3.72 -2.46  -0.64
H -2.39 -0.48 2.46  0.29
H 1.15 0.63 2.39  0.27
C 4.29 -4.99 -4.27  -0.74
C -1.80 2.77 -3.52  0.28
H 3.99 -1.45 -2.32  -0.04
C 3.99 -0.77 -0.33  0.27
H -3.98 0.57 0.80  0.61
H -9.29 4.35 2.80  0.25
N -10.02 7.30 1.94  -0.36
H -10.88 4.70 3.50  0.27
N 2.12 0.23 -3.60  -0.36
H -7.32 -0.55 4.18  0.21
H -5.43 2.10 4.94  -0.14
C -3.61 -2.03 1.37  -0.76
C 0.67 0.54 0.34  0.33
N 0.45 -0.06 -0.61  -0.28
H -1.60 -1.31 1.01  0.26
N -2.49 3.09 -2.66  -0.37
C 0.95 1.31 1.56  -0.95
H 2.79 -2.22 -1.27  0.35
C -9.88 5.09 3.33  -0.68
H 4.50 -2.66 -1.12  0.30
C 7.25 -0.88 -2.34  0.42
N -9.47 1.77 4.37  -0.43
C -2.96 0.28 0.53  -1.19
C 3.16 0.56 -3.96  0.36
N 11.12 -1.48 -1.43  -0.46
C -0.91 2.34 -4.61  -0.49
C -8.65 1.03 4.66  0.44
H -7.93 -0.55 5.85  0.34
H -6.70 0.62 5.36  0.00

---

[6]
Computed, not measured: a 2-piece molecular cluster, CH3FINS overall in a non-equilibrium geometry, with ωB97M-V/def2-TZVPD.

Properties
Max |F|   5.65 eV/A
ΔE to the lowest compared entry with this formula, charge and spin   53.9 kJ/mol
Total charge   0
Orbital gap   9.20 eV
HOMO level   -9.04 eV
LUMO   0.16 eV

Last column: Mulliken charge in e.
Positions of all 8 atoms, in Å:
I 2.98 1.19 0.07  -0.08
N -1.01 0.04 0.43  -0.15
F -0.02 -2.46 0.41  -0.35
H 2.19 1.47 1.36  0.08
H -0.89 -0.59 -1.54  0.28
C -1.28 0.17 -0.87  -0.32
S -0.35 -0.98 1.31  0.28
H -1.63 1.16 -1.18  0.26

---

[7]
Computed, not measured: an isolated molecule of C10H17NO2S in a non-equilibrium geometry, with ωB97M-V/def2-TZVPD.

Properties
Max |F|   14.87 eV/A
ΔE to the lowest compared entry with this formula, charge and spin   495.7 kJ/mol
Total charge   0
Orbital gap   9.63 eV
HOMO level   -9.39 eV
LUMO   0.24 eV

Last column: Mulliken charge in e.
Positions of all 31 atoms, in Å:
O -1.38 1.30 -0.42  -0.58
H -4.44 0.18 1.46  0.30
H -2.72 -2.79 -1.47  0.36
C -3.75 0.75 0.68  -0.22
N -0.12 -0.14 0.33  -0.16
C 1.17 0.16 -0.22  -0.34
C -2.59 -1.60 0.27  -0.41
S 3.80 -0.36 -0.19  -0.11
H -2.02 -2.22 0.84  0.54
H 1.09 2.34 0.01  0.49
C -1.32 0.37 0.19  0.04
H 3.27 1.86 -1.43  0.28
H -5.20 1.71 -0.38  0.44
H -2.17 -0.10 1.85  0.10
C 2.11 -0.67 0.03  0.94
C -4.45 1.03 -0.46  -1.22
C 3.17 1.62 -0.26  -0.84
C -2.33 -1.78 -1.11  -1.10
O 1.83 -1.93 0.13  -0.65
H -0.14 -1.01 0.85  0.27
H -3.75 -1.84 0.40  0.22
H 1.79 1.39 1.40  0.22
H -3.31 1.76 1.12  0.23
H 0.91 0.32 -1.18  0.30
H -4.74 0.17 -1.22  0.21
C -2.45 -0.34 0.67  0.30
H 3.78 2.16 0.30  0.52
H -1.30 -1.66 -1.39  0.24
H -2.90 -1.04 -1.70  0.28
H -3.59 1.42 -1.26  0.21
C 1.73 1.51 0.12  -0.87

---

[8]
Computed, not measured: an isolated ion of composition C3H7NOPS and charge -1 in a non-equilibrium geometry, with ωB97M-V/def2-TZVPD.

Properties
Max |F|   5.56 eV/A
ΔE to the lowest compared entry with this formula, charge and spin   112.8 kJ/mol
Total charge   -1
Orbital gap   7.20 eV
HOMO level   -3.55 eV
LUMO   3.64 eV

Last column: Mulliken charge in e.
Positions of all 14 atoms, in Å:
O -2.54 1.35 0.26  -0.60
H 0.57 2.69 -0.29  0.22
S -2.33 -1.23 -0.24  -0.50
H 1.68 -0.96 -1.11  0.38
H 0.54 -0.21 -2.22  0.37
H -0.10 -1.54 -1.47  0.27
C 0.72 -0.71 -1.36  -1.13
C -1.89 0.35 0.02  0.29
N 1.02 1.79 -0.45  -0.86
H 0.07 -1.33 1.57  0.43
H 0.16 0.25 2.22  0.40
C 0.46 -0.38 1.50  -1.40
P 0.16 0.50 -0.11  0.70
H 1.48 -0.57 1.68  0.42

---

Q: Which of these has the highest max |F|?
A: C10H17NO2S